# C26H29Al2BrF5LiN6O11PS2

A structure of composition C26H29Al2BrF5LiN6O11PS2 in a non-equilibrium geometry (ωB97M-V/def2-TZVPD, the OMol25 dataset).

Summary:
Electronic energy in hartree: -6867.847099
HOMO in Ha: -0.2012
F_max in Eh/bohr: 0.09205

ORCA input file:
```
! RIJCOSX wB97M-V def2-TZVPD def2/J DEFGRID3
* xyz -1 1
O 5.07 -1.24 1.36
C 4.19 -0.44 1.13
O 3.77 0.37 2.14
C 3.64 -0.36 -0.33
C 2.85 -1.72 -0.76
C 1.36 -1.42 -0.62
C 0.43 -1.31 -1.69
P 0.94 -1.57 -3.39
O 0.06 -2.85 -3.94
Br 0.26 0.22 -4.61
C -1.01 -0.98 -1.46
C -1.48 -0.74 -0.19
C -2.91 -0.32 0.12
C -3.00 1.25 0.24
S -1.48 1.95 0.97
C -0.35 2.35 -0.38
N 0.78 1.67 -0.45
N 1.48 2.17 -1.50
C 0.77 3.11 -2.03
O -0.41 3.27 -1.42
C -0.52 -0.88 0.90
N -0.85 -0.68 2.20
S 0.54 -0.95 2.99
N 1.56 -1.28 1.82
C 0.85 -1.21 0.67
H 2.87 0.80 1.91
H 4.50 -0.21 -0.99
H 2.98 0.49 -0.43
H 3.17 -2.58 -0.15
H 3.16 -1.91 -1.81
H -0.36 -3.26 -3.16
H -1.70 -0.88 -2.31
H -3.32 -0.83 1.01
H -3.60 -0.59 -0.71
H -3.26 1.75 -0.71
H -3.85 1.42 0.99
H 1.15 3.64 -2.91
C -2.99 4.59 -2.10
O -2.32 5.60 -2.32
O -3.70 4.40 -1.10
O -3.06 3.59 -2.86
O 5.05 -0.27 5.19
H 5.50 0.55 5.41
H 4.78 -0.15 4.27
Li -4.74 2.55 2.21
C 5.54 3.99 -0.36
C 4.86 2.71 -0.41
N 4.33 1.69 -0.46
H 6.62 3.87 -0.45
H 5.22 4.66 -1.16
H 5.35 4.50 0.58
C 8.23 1.86 1.87
C 8.92 2.69 2.95
C 7.95 3.58 3.73
C 7.28 4.53 2.82
N 6.76 5.27 2.11
H 7.77 2.50 1.11
H 8.96 1.22 1.37
H 7.46 1.22 2.30
H 9.69 3.31 2.49
H 9.42 2.02 3.65
H 8.48 4.15 4.50
H 7.19 2.98 4.22
Al 3.23 -0.13 -3.30
O -4.90 4.61 4.41
H -4.41 5.18 5.01
F -7.58 -0.51 -2.64
Al -7.21 -1.25 -1.14
F -6.46 -2.78 -1.41
F -8.64 -1.46 -0.22
F -6.11 -0.24 -0.27
F 1.90 1.54 1.87
C -9.59 -7.02 -0.95
C -9.49 -5.72 -1.24
C -8.70 -5.26 -2.41
O -8.60 -4.08 -2.67
C -8.02 -6.29 -3.23
C -8.12 -7.58 -2.93
C -8.91 -8.05 -1.77
O -9.00 -9.23 -1.51
H -10.16 -7.38 -0.11
H -9.98 -4.96 -0.66
H -7.44 -5.93 -4.07
H -7.63 -8.35 -3.52
*
```